This record from the OMol25 dataset describes C34H36N10O2SV as an isolated structure at a distorted geometry. The level of theory is ωB97M-V/def2-TZVPD.

Values from the calculation:
**<S²>**: 0.86
**Multiplicity**: 2
**Kohn-Sham gap (alpha / beta)**: 5.6 / 6.1 eV
**Maximum force**: 2.47 eV/A
**HOMO (alpha / beta)**: -12.48 / -12.49 eV
**Total charge**: +2

```
84
C34H36N10O2SV, DFT ωB97M-V/def2-TZVPD
V -0.144 0.372 -0.338
C 0.250 1.919 5.484
C -0.489 1.442 4.391
N 0.017 1.241 3.199
C 1.333 1.509 3.011
C 2.145 2.090 4.020
C 1.558 2.278 5.291
C 3.474 2.452 3.713
C 3.973 2.235 2.457
C 3.206 1.584 1.478
C 1.907 1.204 1.740
N 1.133 0.417 0.878
C 1.302 -0.937 1.013
C 2.510 -1.600 1.208
C 2.527 -2.976 1.439
C 1.366 -3.705 1.543
C 0.119 -3.076 1.346
C -1.134 -3.708 1.490
C -2.284 -2.976 1.318
C -2.188 -1.640 0.907
N -1.035 -1.018 0.755
C 0.101 -1.696 1.025
H -0.227 2.031 6.444
H -1.544 1.225 4.496
H 2.152 2.710 6.082
H 4.082 2.906 4.481
H 4.980 2.537 2.215
H 3.639 1.360 0.512
H 3.439 -1.052 1.161
H 3.481 -3.465 1.555
H 1.394 -4.755 1.796
H -1.172 -4.756 1.744
H -3.258 -3.418 1.466
H -3.086 -1.086 0.669
C -0.361 2.360 -2.686
C -1.448 1.283 -2.819
N -1.833 0.876 -1.471
C -2.849 1.736 -0.866
C -2.481 1.917 0.611
N -1.024 1.986 0.703
C -0.479 3.305 0.334
C 0.721 3.131 -0.608
N 0.443 2.024 -1.513
H -0.818 3.344 -2.547
H 0.237 2.391 -3.603
H -1.037 0.411 -3.334
H -2.310 1.653 -3.389
H -2.162 -0.104 -1.523
H -3.855 1.314 -0.969
H -2.845 2.708 -1.366
H -2.832 1.067 1.199
H -2.959 2.816 1.013
H -0.756 1.767 1.682
H -0.165 3.861 1.223
H -1.251 3.888 -0.169
H 1.612 2.874 -0.030
H 0.919 4.068 -1.146
H 1.326 1.578 -1.791
N 2.553 -0.587 -7.936
C 2.419 -0.714 -6.603
C 2.894 0.281 -5.728
C 2.704 0.164 -4.371
C 2.066 -0.955 -3.846
C 1.615 -1.959 -4.693
C 1.775 -1.838 -6.054
S 1.862 -1.049 -2.078
O 2.392 0.200 -1.543
O 2.389 -2.229 -1.473
N 0.232 -0.907 -1.744
C -0.537 -1.984 -1.974
N 0.025 -3.101 -2.436
C -0.716 -4.186 -2.505
C -2.064 -4.188 -2.168
C -2.599 -2.954 -1.851
N -1.858 -1.860 -1.734
H 3.068 0.182 -8.328
H 2.263 -1.332 -8.547
H 3.420 1.132 -6.132
H 3.078 0.922 -3.702
H 1.153 -2.830 -4.260
H 1.419 -2.614 -6.714
H -0.203 -5.069 -2.856
H -2.668 -5.077 -2.196
H -3.658 -2.823 -1.676
```



This record from the OMol25 dataset describes C34H36N5O3SSeW as an isolated structure. The level of theory is ωB97M-V/def2-TZVPD.

Values from the calculation:
**<S²>**: 0.76
**Multiplicity**: 2
**Kohn-Sham gap (alpha / beta)**: 7.0 / 7.0 eV
**Maximum force**: 0.35 eV/A
**Energy relative to the best compared isomer or geometry (same formula, charge and spin)**: 22.0 kcal/mol
**HOMO (alpha / beta)**: -13.83 / -13.89 eV
**Total charge**: +2

```
81
C34H36N5O3SSeW, DFT ωB97M-V/def2-TZVPD
W -0.503 -0.308 -1.767
O -0.354 0.887 -3.299
C -0.559 0.736 -4.614
C -0.635 1.887 -5.397
C -0.826 1.782 -6.759
C -0.922 0.536 -7.390
C -0.821 -0.607 -6.640
C -0.658 -0.532 -5.244
C -0.437 -1.714 -4.482
N -0.538 -1.653 -3.198
N -0.019 -2.440 -2.179
C 1.341 -2.056 -2.025
O 1.576 -0.824 -2.194
C 2.323 -3.004 -1.579
C 3.634 -2.563 -1.345
C 4.587 -3.469 -0.931
C 4.234 -4.803 -0.736
C 2.935 -5.242 -0.961
C 1.973 -4.347 -1.390
H -0.535 2.849 -4.914
H -0.890 2.684 -7.352
H -1.061 0.477 -8.459
H -0.873 -1.581 -7.111
H -0.150 -2.647 -4.959
H 3.882 -1.522 -1.504
H 5.605 -3.148 -0.758
H 4.986 -5.510 -0.409
H 2.678 -6.281 -0.808
H 0.958 -4.669 -1.577
O -0.705 1.485 -0.778
N -1.814 2.219 -0.966
C -1.753 3.520 -0.612
C -2.865 4.308 -0.734
C -4.045 3.747 -1.224
C -4.076 2.415 -1.576
C -2.931 1.633 -1.440
S -2.868 -0.061 -1.817
H -0.789 3.849 -0.252
H -2.806 5.350 -0.456
H -4.932 4.355 -1.333
H -4.972 1.950 -1.962
C 3.116 -2.348 2.446
C 2.701 -1.178 3.330
C 3.203 0.171 2.822
C 2.471 0.688 1.586
N 1.082 1.049 1.894
C -0.025 0.353 1.613
Se -0.073 -1.239 0.596
N -1.090 0.964 2.143
C -2.487 0.521 2.099
C -2.928 -0.096 3.423
C -2.289 -1.454 3.710
C -2.848 -2.574 2.841
C -0.661 2.124 2.782
C -1.362 3.118 3.458
C -0.616 4.165 3.960
C 0.778 4.222 3.796
C 1.472 3.234 3.127
C 0.718 2.179 2.623
H 2.755 -3.294 2.851
H 4.204 -2.410 2.376
H 2.721 -2.258 1.432
H 3.092 -1.331 4.337
H 1.610 -1.153 3.442
H 4.263 0.097 2.565
H 3.130 0.922 3.612
H 2.447 -0.054 0.789
H 2.950 1.584 1.192
H -2.580 -0.184 1.273
H -3.087 1.402 1.861
H -4.015 -0.201 3.392
H -2.706 0.608 4.229
H -2.453 -1.696 4.761
H -1.201 -1.385 3.594
H -3.918 -2.697 3.014
H -2.364 -3.524 3.069
H -2.702 -2.383 1.776
H -2.434 3.073 3.595
H -1.113 4.958 4.500
H 1.321 5.060 4.212
H 2.545 3.282 3.009
```



This record from the OMol25 dataset describes a 5-piece molecular cluster, C34H36N6O10P overall at a distorted geometry. The level of theory is ωB97M-V/def2-TZVPD.

Values from the calculation:
**Kohn-Sham gap**: 7.5 eV
**Maximum force**: 1.93 eV/A
**HOMO**: -11.61 eV
**Total charge**: +1

```
87
C34H36N6O10P, DFT ωB97M-V/def2-TZVPD
C -3.402 2.858 2.074
C -2.608 3.067 0.794
O -3.052 2.705 -0.266
O -1.344 3.655 0.869
C -0.483 2.799 1.620
C 0.928 2.720 1.004
C 2.061 2.666 2.038
C 2.193 1.358 2.767
C 3.406 1.037 3.339
C 3.578 -0.133 4.014
C 2.499 -1.022 4.146
C 1.331 -0.700 3.569
P -0.137 -1.863 3.691
N -0.152 -2.701 5.012
N 1.212 0.477 2.907
H -2.744 2.612 2.916
H -3.966 3.745 2.369
H -4.066 2.001 1.964
H -0.918 1.784 1.574
H -0.388 3.100 2.674
H 1.078 3.620 0.400
H 1.005 1.885 0.299
H 2.030 3.514 2.732
H 3.001 2.813 1.474
H 4.247 1.717 3.276
H 4.518 -0.426 4.466
H 2.610 -1.945 4.701
H -0.064 -2.667 2.525
H -1.305 -1.059 3.587
H 0.661 -2.457 5.570
H 0.298 0.684 2.518
C 8.481 0.479 -0.777
C 7.350 -0.004 -1.425
C 6.120 0.592 -1.205
C 6.038 1.669 -0.338
C 7.155 2.156 0.321
C 8.382 1.554 0.098
N 4.742 2.314 -0.121
O 3.768 1.868 -0.690
O 4.691 3.277 0.631
H 9.442 0.015 -0.955
H 7.429 -0.843 -2.102
H 5.243 0.213 -1.710
H 7.082 2.994 0.999
H 9.264 1.925 0.602
C -9.212 1.797 3.307
C -8.733 0.940 4.289
C -7.568 1.248 4.972
C -6.898 2.419 4.663
C -7.358 3.280 3.682
C -8.523 2.963 3.001
N -5.675 2.760 5.402
O -5.284 1.977 6.243
O -5.124 3.810 5.131
H -10.125 1.556 2.779
H -9.271 0.031 4.524
H -7.199 0.580 5.736
H -6.826 4.190 3.446
H -8.896 3.629 2.235
C -1.122 -3.991 -2.586
C -0.517 -4.808 -1.640
C 0.637 -4.388 -0.998
C 1.168 -3.148 -1.313
C 0.580 -2.326 -2.260
C -0.572 -2.755 -2.898
N 2.376 -2.690 -0.617
O 2.879 -3.434 0.202
O 2.802 -1.583 -0.881
H -2.026 -4.319 -3.083
H -0.946 -5.772 -1.401
H 1.106 -5.025 -0.262
H 1.004 -1.363 -2.503
H -1.047 -2.125 -3.639
C -0.119 -0.884 -8.377
C 0.845 -1.867 -8.542
C 0.588 -3.168 -8.137
C -0.639 -3.472 -7.573
C -1.607 -2.497 -7.397
C -1.343 -1.198 -7.802
N -0.921 -4.856 -7.166
O -0.041 -5.677 -7.318
O -2.019 -5.097 -6.703
H 0.082 0.130 -8.699
H 1.799 -1.622 -8.989
H 1.342 -3.930 -8.269
H -2.564 -2.732 -6.953
H -2.094 -0.431 -7.672
```



This record from the OMol25 dataset describes C34H36N6SeW as an isolated structure at a distorted geometry. The level of theory is ωB97M-V/def2-TZVPD.

Values from the calculation:
**Kohn-Sham gap (alpha / beta)**: 6.3 / 6.3 eV
**Maximum force**: 1.85 eV/A
**HOMO (alpha / beta)**: -20.16 / -20.15 eV
**Total charge**: +4

```
78
C34H36N6SeW, DFT ωB97M-V/def2-TZVPD
W 0.211 -0.010 -0.634
C 2.132 2.947 0.393
C 0.653 3.131 0.348
C 0.166 4.422 0.555
C -1.191 4.685 0.531
C -2.048 3.605 0.389
C -1.523 2.325 0.234
N -0.175 2.076 0.140
C -2.374 1.142 0.244
C -3.749 1.159 0.463
C -4.435 -0.044 0.536
C -3.728 -1.238 0.461
C -2.348 -1.203 0.258
N -1.691 -0.023 0.092
C -1.466 -2.364 0.268
C -1.943 -3.657 0.472
C -1.045 -4.705 0.598
C 0.307 -4.407 0.549
C 0.738 -3.108 0.280
C 2.209 -2.867 0.180
N -0.131 -2.084 0.111
H 2.632 3.846 0.035
H 2.471 2.094 -0.187
H 2.444 2.821 1.432
H 0.870 5.222 0.726
H -1.573 5.689 0.643
H -3.113 3.765 0.409
H -4.292 2.083 0.575
H -5.508 -0.050 0.659
H -4.261 -2.169 0.565
H -3.001 -3.849 0.546
H -1.386 -5.719 0.750
H 1.044 -5.179 0.704
H 2.709 -3.743 -0.234
H 2.616 -2.727 1.184
H 2.448 -1.999 -0.435
C 3.187 -0.616 -2.987
C 1.758 -0.336 -2.608
C 1.323 1.036 -2.530
C 2.332 2.129 -2.766
C -0.075 1.356 -2.673
C -0.486 2.744 -3.064
C -1.040 0.310 -2.657
C -2.497 0.617 -2.874
C -0.615 -1.063 -2.650
C -1.625 -2.113 -3.031
C 0.790 -1.383 -2.631
C 1.215 -2.799 -2.891
H 3.898 -0.536 -2.162
H 3.506 0.096 -3.750
H 3.302 -1.604 -3.425
H 2.466 2.255 -3.847
H 3.312 1.906 -2.352
H 2.004 3.087 -2.374
H -0.606 3.409 -2.209
H -1.423 2.732 -3.614
H 0.257 3.187 -3.726
H -2.707 0.641 -3.947
H -2.783 1.582 -2.462
H -3.146 -0.138 -2.436
H -2.267 -2.412 -2.201
H -1.154 -3.005 -3.430
H -2.275 -1.730 -3.821
H 1.200 -2.969 -3.972
H 0.547 -3.526 -2.435
H 2.220 -3.016 -2.547
Se -0.368 -0.223 3.968
N 1.286 -0.210 4.351
C 2.064 -0.125 3.277
C 3.464 -0.086 3.209
C 4.016 0.002 1.942
C 3.213 0.041 0.805
N 1.861 0.001 0.817
C 1.309 -0.078 2.054
N -0.017 -0.118 2.205
H 4.057 -0.135 4.110
H 5.089 0.029 1.822
H 3.701 0.109 -0.162
```



This record from the OMol25 dataset describes C34H37BrF5FeNO6S2 as an isolated structure at a distorted geometry. The level of theory is ωB97M-V/def2-TZVPD.

Values from the calculation:
**<S²>**: 6.01
**Multiplicity**: 5
**Kohn-Sham gap (alpha / beta)**: 5.6 / 5.6 eV
**Maximum force**: 2.53 eV/A
**HOMO (alpha / beta)**: -1.73 / -1.74 eV
**Total charge**: -2

```
87
C34H37BrF5FeNO6S2, DFT ωB97M-V/def2-TZVPD
Fe -0.590 0.642 -0.086
C 0.701 -2.011 -0.849
C -0.659 -2.415 -0.961
C -1.296 -1.445 -1.802
C -0.325 -0.433 -2.104
C 0.901 -0.863 -1.636
C 2.232 -0.467 -2.253
C 3.313 -0.157 -1.220
C 2.002 0.706 -3.147
C 2.656 -1.702 -3.065
C -2.779 -1.192 -2.239
C -3.801 -1.097 -1.092
C -2.946 0.111 -3.005
C -3.193 -2.302 -3.154
C -1.062 -3.869 -0.590
C -0.924 -4.669 -1.957
C -2.448 -3.984 0.051
C -0.073 -4.397 0.386
H 1.442 -2.474 -0.250
H -0.474 0.326 -2.843
H 2.991 0.641 -0.539
H 4.229 0.123 -1.754
H 3.562 -1.010 -0.610
H 1.442 1.522 -2.677
H 1.479 0.400 -4.032
H 2.953 1.088 -3.543
H 2.822 -2.538 -2.395
H 3.605 -1.519 -3.614
H 1.915 -1.968 -3.823
H -3.521 -0.305 -0.372
H -3.940 -1.983 -0.491
H -4.763 -0.834 -1.506
H -2.620 0.958 -2.416
H -3.997 0.272 -3.276
H -2.406 0.140 -3.958
H -3.324 -3.220 -2.590
H -2.422 -2.381 -3.918
H -4.136 -2.052 -3.640
H -1.432 -4.148 -2.798
H -1.220 -5.705 -1.783
H 0.142 -4.582 -2.188
H -3.227 -3.784 -0.682
H -2.521 -3.342 0.963
H -2.582 -5.046 0.338
H 0.933 -4.392 -0.017
H -0.423 -5.414 0.582
H -0.099 -3.801 1.302
O 0.960 1.986 0.192
S 0.801 3.052 1.191
O 2.094 3.348 1.778
O -0.310 2.870 2.083
C 0.470 4.525 0.218
C 1.422 5.514 0.364
C 1.369 6.728 -0.274
C 0.239 7.043 -0.998
C -0.750 6.108 -1.187
C -0.635 4.823 -0.595
S -1.746 3.607 -1.337
O -3.056 4.193 -1.363
O -1.082 3.416 -2.627
O -1.646 2.409 -0.516
H 2.296 5.266 0.933
H 2.144 7.444 -0.124
H 0.091 8.027 -1.396
H -1.611 6.356 -1.831
Br 4.928 -2.553 3.310
C 4.317 -0.838 4.020
C 4.872 -0.380 5.160
C 4.407 0.812 5.669
C 3.441 1.512 4.943
C 2.964 0.987 3.781
N 3.385 -0.203 3.367
H 5.693 -0.906 5.626
H 4.830 1.153 6.587
H 3.059 2.524 5.218
H 2.180 1.474 3.209
F -2.965 1.500 1.538
C -2.386 0.538 2.281
C -1.258 -0.142 1.771
C -0.747 -1.156 2.526
F 0.370 -1.828 2.148
C -1.280 -1.445 3.785
F -0.828 -2.487 4.507
C -2.335 -0.759 4.292
F -2.906 -1.100 5.450
C -2.920 0.257 3.518
F -3.991 0.897 4.038
```



This record from the OMol25 dataset describes C34H37CdN9P2 as an isolated structure at a distorted geometry. The level of theory is ωB97M-V/def2-TZVPD.

Values from the calculation:
**Kohn-Sham gap**: 4.7 eV
**Maximum force**: 1.06 eV/A
**HOMO**: -0.14 eV
**Total charge**: -2

```
83
C34H37CdN9P2, DFT ωB97M-V/def2-TZVPD
Cd 0.486 -1.570 0.181
N 0.618 -4.558 2.376
C 1.676 -3.688 2.466
N 2.690 -3.902 3.305
N 3.513 -2.876 3.094
N 3.040 -2.095 2.190
N 1.865 -2.569 1.753
C -0.542 -4.376 1.670
N -1.589 -5.198 1.789
N -2.496 -4.702 0.948
N -2.043 -3.654 0.357
N -0.795 -3.402 0.783
H 0.596 -5.281 3.076
C -0.458 3.267 0.665
C -0.212 2.537 1.984
P -0.382 0.694 1.864
C -2.168 0.393 2.099
C -3.180 1.345 2.065
C -4.493 0.971 2.304
C -4.808 -0.348 2.578
C -3.808 -1.309 2.591
C -2.504 -0.941 2.346
C 0.151 0.369 3.598
C 1.530 0.285 3.788
C 2.057 0.069 5.046
C 1.213 -0.087 6.135
C -0.159 -0.008 5.955
C -0.689 0.221 4.697
C 0.711 3.125 -0.304
P 0.692 1.175 -1.139
C -0.890 1.471 -1.999
C -1.896 0.510 -1.982
C -3.129 0.760 -2.557
C -3.391 1.984 -3.160
C -2.398 2.949 -3.185
C -1.164 2.693 -2.617
C 1.917 1.836 -2.356
C 1.673 2.040 -3.714
C 2.707 2.340 -4.584
C 4.005 2.479 -4.125
C 4.254 2.350 -2.768
C 3.223 2.032 -1.906
H -0.647 4.327 0.896
H -1.365 2.868 0.193
H -0.887 2.891 2.775
H 0.814 2.717 2.321
H -2.950 2.378 1.845
H -5.273 1.724 2.285
H -5.833 -0.627 2.778
H -4.050 -2.345 2.769
H -1.716 -1.683 2.344
H 2.181 0.360 2.927
H 3.127 -0.008 5.171
H 1.623 -0.276 7.120
H -0.825 -0.137 6.800
H -1.763 0.275 4.578
H 1.645 3.120 0.275
H 0.772 4.016 -0.944
H -1.710 -0.435 -1.487
H -3.903 0.004 -2.530
H -4.366 2.195 -3.585
H -2.590 3.913 -3.647
H -0.405 3.458 -2.637
H 0.673 1.927 -4.112
H 2.498 2.442 -5.644
H 4.811 2.683 -4.822
H 5.261 2.476 -2.389
H 3.436 1.897 -0.854
C 0.855 -0.891 -4.288
C 0.982 -1.626 -2.949
C 2.288 -2.437 -2.999
C -0.189 -2.614 -2.861
C 1.068 -0.687 -1.723
H 0.844 -1.616 -5.104
H 1.702 -0.229 -4.443
H -0.063 -0.309 -4.331
H 2.244 -3.199 -3.781
H 2.467 -2.926 -2.037
H 3.126 -1.772 -3.208
H -0.172 -3.296 -3.716
H -1.141 -2.087 -2.865
H -0.133 -3.204 -1.944
H 2.142 -0.594 -1.479
```